{
  "formula": "Cl5H2NaO",
  "method": "the ωB97M-V functional and the def2-TZVPD basis",
  "e_homo_ev": 4.3,
  "de_lowest_ev": 0.000,
  "gap_ha": 0.1416,
  "energy_ha": -2539.559430,
  "charge": -4,
  "lumo_ev": 8.15,
  "species": ["Na", "Cl", "Cl", "Cl", "Cl", "Cl", "O", "H", "H"],
  "positions_angstrom": [[0.54100, -0.03342, -0.56937], [0.42048, 1.77333, 1.86876], [2.82984, 1.44787, -1.80535], [2.21259, -2.07519, 0.85416], [0.25897, -1.94874, -2.85481], [-1.59598, 1.61461, -1.78998], [-1.40363, -0.62331, 1.39773], [-0.93385, 0.22757, 1.59762], [-2.32942, -0.38271, 1.30124]],
  "forces_ev_per_a": [[0.3, 0.0, -0.3], [-0.1, 0.3, 0.5], [0.5, 0.3, -0.2], [0.2, -0.4, 0.4], [-0.2, -0.5, -0.4], [-0.6, 0.3, -0.1], [-0.2, -0.1, 0.4], [0.0, -0.2, 0.0], [0.2, 0.2, -0.3]],
  "lowdin_charge": [-0.2612, -0.4788, -0.7389, -0.7278, -0.7417, -0.7088, -0.1797, -0.1595, -0.0036]
}